C33H69FGaN3O11P as an isolated structure in a non-equilibrium geometry. Source: the Open Molecules 2025 dataset; level of theory: ωB97M-V/def2-TZVPD.

Geometry as XYZ:
```
119
C33H69FGaN3O11P, DFT ωB97M-V/def2-TZVPD
C 1.5517 -7.4012 6.1184
C 0.3092 -6.4803 5.5528
C -1.0312 -6.3380 6.5415
C -2.2740 -5.4539 5.9393
C -2.2531 -4.6944 4.4496
C -3.6187 -3.8772 4.0473
C -4.1694 -4.1786 2.5251
C -3.4158 -2.2684 4.3494
C -0.9102 -4.8347 3.4655
O -0.9690 -4.1733 2.1527
C 0.2663 -3.4393 1.8375
Ga -0.1409 -1.4143 1.4211
C 0.1381 -0.4277 3.2523
C -1.0399 0.7430 3.3071
O -0.6884 2.0325 3.3382
C -2.0239 -1.1315 0.6162
C -2.3992 -2.1588 -0.6192
F -2.0289 0.2502 0.0085
P 1.4547 -0.7521 -0.2052
O 1.7664 -2.0097 -1.1532
O 2.8979 -0.2887 0.6867
O 0.7611 0.5910 -1.1233
C 0.3235 -5.7399 4.0541
H 1.1346 -8.4612 6.4008
H 1.9415 -6.9093 7.1298
H 2.4755 -7.4387 5.3998
H -1.1268 -6.8417 7.5946
H -3.2443 -5.3733 6.6216
H -4.4760 -4.2390 4.7851
H -5.3303 -4.3416 2.5057
H -3.9617 -3.1944 1.8957
H -3.5924 -5.0858 2.0079
H -3.7193 -1.5842 3.4359
H -3.9697 -1.9423 5.3552
H -2.2466 -2.1235 4.5376
H 0.6748 -3.8712 0.8065
H 1.0678 -3.4228 2.6899
H 0.1269 -1.1495 4.1736
H 1.1773 0.1131 3.2237
H -2.1885 0.4959 3.2821
H -2.9025 -1.1597 1.3887
H -2.5884 -3.2247 -0.1740
H -1.5695 -2.1067 -1.4440
H -3.4281 -1.7555 -1.0685
H 3.0925 0.6630 0.4311
H 0.6474 1.3823 -0.5102
H 1.2795 -5.8920 3.3679
C 3.9270 4.0686 -5.7414
O 4.4673 2.8393 -5.2739
C 5.8624 2.9101 -4.9498
C 6.0748 2.8435 -3.4296
N 5.6168 4.0699 -2.7682
C 5.5201 3.9564 -1.3060
C 4.5547 2.8992 -0.7317
O 3.1719 3.1766 -0.9608
C 2.6953 2.7955 -2.2389
H 2.9408 3.8692 -6.1613
H 3.8163 4.7864 -4.9258
H 4.5526 4.5001 -6.5278
H 6.3425 3.7945 -5.3863
H 6.3322 2.0309 -5.4042
H 7.1425 2.7018 -3.2208
H 5.5358 1.9661 -3.0629
H 4.6975 4.3174 -3.1270
H 5.1954 4.9361 -0.9422
H 6.5218 3.7840 -0.9007
H 4.6801 2.9090 0.3563
H 4.8027 1.8769 -1.0472
H 3.1837 1.8926 -2.6173
H 2.8160 3.6213 -2.9440
H 1.6231 2.5979 -2.1631
C 1.1248 1.7408 -7.6461
O 2.2949 1.9298 -8.4314
C 3.4785 1.3725 -7.8440
C 3.9372 0.1258 -8.6159
N 3.0203 -1.0007 -8.4122
C 3.2353 -2.1182 -9.3424
C 3.0722 -1.8368 -10.8503
O 1.7325 -1.5493 -11.2553
C 1.3256 -0.2088 -11.0467
H 0.3353 2.3723 -8.0540
H 0.7892 0.7021 -7.6818
H 1.2959 2.0358 -6.6070
H 3.3478 1.1607 -6.7756
H 4.2575 2.1382 -7.9279
H 4.9390 -0.1618 -8.2733
H 4.0036 0.4017 -9.6716
H 2.0632 -0.6748 -8.5263
H 2.5107 -2.8909 -9.0677
H 4.2297 -2.5380 -9.1621
H 3.3482 -2.7555 -11.3787
H 3.7627 -1.0665 -11.2190
H 2.1448 0.5043 -11.1784
H 0.8812 -0.1035 -10.0541
H 0.5434 0.0316 -11.7710
C -5.0231 3.5405 9.4078
O -5.7293 4.1122 8.3142
C -4.8802 4.7555 7.3541
C -4.8103 3.9409 6.0533
N -4.0564 2.6964 6.2378
C -4.2002 1.7438 5.1278
C -5.6165 1.2204 4.8117
O -6.1711 0.3735 5.8200
C -6.7590 1.0587 6.9113
H -5.7469 3.2729 10.1780
H -4.4914 2.6359 9.1045
H -4.3157 4.2555 9.8370
H -3.8808 4.9580 7.7581
H -5.3406 5.7245 7.1318
H -4.3222 4.5431 5.2768
H -5.8376 3.7431 5.7365
H -4.3738 2.2389 7.0894
H -3.5752 0.8815 5.3795
H -3.7741 2.1911 4.2246
H -5.5340 0.5958 3.9159
H -6.3198 2.0216 4.5481
H -7.2280 2.0008 6.6124
H -6.0120 1.2319 7.6896
H -7.5284 0.4172 7.3480
```

For the lowest unoccupied orbital energy, the calculation gives 0.0808 Eh. The HOMO-LUMO gap is 7.3 eV. The value obtained for the molar mass is 803.6 g/mol. As for the total charge: -1. The value obtained for the electronic energy is -4656.17838 Ha.



C28H40AsBrCoN3O4Sb as an isolated structure in a non-equilibrium geometry. Source: the Open Molecules 2025 dataset; level of theory: ωB97M-V/def2-TZVPD.

Geometry as XYZ:
```
79
C28H40AsBrCoN3O4Sb, DFT ωB97M-V/def2-TZVPD
Co -10.8363 -11.2473 10.3509
Br -5.6898 -5.7123 10.0215
C -6.9634 -7.0698 9.8809
C -6.9874 -7.7315 8.6387
C -7.9033 -8.7556 8.3675
C -8.8539 -9.1794 9.3640
O -9.6702 -10.1370 9.1908
C -8.8007 -8.4478 10.6467
C -9.6623 -8.8039 11.7673
N -10.5129 -9.8344 11.7264
C -11.5315 -9.9018 12.6450
C -11.7591 -8.9824 13.6593
C -12.9220 -9.0475 14.4074
C -13.7666 -10.1388 14.3229
C -13.5496 -11.1780 13.3739
C -14.2472 -12.4049 13.3411
C -13.8071 -13.4021 12.4877
C -12.7978 -13.0961 11.5651
N -12.2136 -11.8897 11.4792
C -12.4699 -10.9964 12.4792
C -7.8878 -7.3976 10.8376
H -6.2170 -7.4532 7.8876
H -7.9055 -9.1527 7.3575
H -9.6066 -8.1911 12.6681
H -10.9904 -8.2101 13.8079
H -13.1331 -8.2694 15.1840
H -14.5653 -10.1432 15.0496
H -15.1110 -12.6324 14.0195
H -14.2564 -14.3692 12.4745
H -12.4240 -13.7987 10.8348
H -7.9115 -6.8820 11.7779
O -12.2905 -11.7149 8.2805
N -11.9039 -12.8815 8.4188
O -11.0484 -13.0007 9.4323
C -9.5705 -14.8586 12.6358
As -8.1466 -13.5783 12.4860
C -6.5885 -14.6458 13.0166
C -8.4929 -12.0150 13.6776
O -7.9774 -13.0898 10.6922
H -9.9365 -14.9905 13.6466
H -9.1600 -15.7789 12.2043
H -10.3594 -14.4800 11.9998
H -6.6498 -14.7632 14.0913
H -5.6489 -14.1674 12.8503
H -6.5502 -15.6441 12.5649
H -8.4317 -12.2670 14.7316
H -9.4981 -11.7294 13.4250
H -7.7935 -11.1857 13.4089
C -5.8828 -16.6679 8.5345
C -6.8649 -15.9018 9.3817
C -8.3070 -16.2556 9.0855
Sb -6.6453 -13.5675 9.3304
C -6.8626 -12.2965 7.2684
C -5.8942 -12.7127 6.2328
C -8.3408 -12.4166 6.9553
C -4.8319 -12.8446 10.2631
C -3.7765 -13.9637 10.1964
C -4.3912 -11.5496 9.6672
H -6.1854 -17.7304 8.5418
H -4.8495 -16.5303 8.9989
H -5.7506 -16.3226 7.5010
H -6.6796 -15.9028 10.4625
H -8.4405 -16.3785 8.0059
H -9.0451 -15.5640 9.5140
H -8.5591 -17.2402 9.5317
H -6.6684 -11.4296 7.8819
H -6.2318 -13.6616 5.7234
H -4.8443 -12.9109 6.5649
H -5.9085 -11.9392 5.4030
H -8.7421 -13.4375 6.8323
H -8.4454 -11.9164 5.9714
H -8.9753 -11.9555 7.7451
H -5.1637 -12.6826 11.3085
H -3.3672 -14.1256 9.1721
H -4.2046 -14.8905 10.5503
H -2.9163 -13.7151 10.8493
H -4.0023 -11.6760 8.6315
H -3.5698 -11.1656 10.3339
H -5.2273 -10.8340 9.6273
```

For the lowest unoccupied orbital energy (spin up / spin down), the calculation gives -0.0132 / -0.0193 Eh. The HOMO-LUMO gap (spin up / spin down) is 4.1 / 6.1 eV. The value obtained for the molar mass is 818.2 g/mol. As for the spin multiplicity: 4. Its expectation value of S² is 3.86. The value obtained for the energy above the lowest of the compared OMol25 structures with the same formula, charge and spin is 0.0 kJ/mol. The value obtained for the electronic energy is -7988.68764 Ha.



C4H8O2 in the gas phase. Source: the Open Molecules 2025 dataset; level of theory: ωB97M-V/def2-TZVPD.

Geometry as XYZ:
```
14
C4H8O2, DFT ωB97M-V/def2-TZVPD
C 1.4562 1.1737 0.2821
C 0.8818 -0.1979 0.0219
O 1.5048 -1.0646 -0.5587
C -0.5414 -0.5094 0.4859
C -1.5547 0.0560 -0.5347
O -0.6818 -1.8982 0.6323
H 0.9468 1.9333 -0.3236
H 2.5193 1.1749 0.0334
H 1.3243 1.4552 1.3330
H -0.7034 -0.0497 1.4688
H -1.1211 0.7950 -1.2175
H -2.4155 0.5164 -0.0433
H -1.9149 -0.7902 -1.1253
H -0.0290 -2.2813 0.0201
```

For the lowest unoccupied orbital energy, the calculation gives 0.0330 Eh. The HOMO-LUMO gap is 10.9 eV. The value obtained for the molar mass is 88.1 g/mol. The value obtained for the energy above the lowest of the compared OMol25 structures with the same formula, charge and spin is 77.9 kJ/mol. The value obtained for the electronic energy is -307.68278 Ha. As for the SMILES: CC(=O)[C@@H](C)O.



A 2-piece molecular cluster, C22H48ClN5O5PS overall in a non-equilibrium geometry. Source: the Open Molecules 2025 dataset; level of theory: ωB97M-V/def2-TZVPD.

Geometry as XYZ:
```
83
C22H48ClN5O5PS, DFT ωB97M-V/def2-TZVPD
C 2.0662 -4.7203 6.5074
C 1.8434 -5.6815 5.1758
C 0.6666 -6.7924 5.5323
C -0.6708 -6.4989 4.5979
C -1.7330 -5.4422 5.2719
C -1.6312 -3.9317 4.6333
C -3.1133 -3.3115 4.2105
C -3.0133 -2.4609 2.8019
C -2.7883 -0.8353 3.0949
C -1.9260 -0.1402 1.8460
C -3.0068 0.5953 0.8278
C -2.4125 1.9033 0.0454
N -1.6791 1.6234 -1.2417
C -0.5277 2.5748 -1.6059
N -0.5448 3.9299 -1.8237
C -1.8362 4.7629 -1.6949
N -1.5054 6.2124 -1.9785
N 0.6435 1.5792 -1.7179
C 1.9389 2.1371 -2.2859
Cl 2.8936 0.7961 -3.2161
C 2.9899 2.6950 -1.1395
C 2.6168 4.1864 -0.5576
C -0.0342 0.4727 -2.5536
N -0.3151 0.9346 -3.9812
C -1.3951 0.1909 -1.6234
P -2.9071 -0.4595 -2.6650
C -2.3051 -1.6317 -4.0737
O -3.7006 0.9728 -3.3365
H 1.0029 -4.5410 7.0056
H 2.8181 -5.1817 7.2827
H 2.4427 -3.6676 6.1093
H 2.8395 -6.2587 4.8854
H 1.4248 -5.0390 4.2841
H 0.3978 -6.7197 6.6905
H 1.1272 -7.8536 5.3295
H -0.3362 -6.1969 3.5132
H -1.2329 -7.5460 4.4874
H -2.8143 -5.9255 5.1565
H -1.4122 -5.3411 6.4166
H -0.9114 -3.9712 3.6939
H -1.1884 -3.2087 5.4712
H -3.6259 -2.7292 5.0872
H -3.8094 -4.2461 3.9750
H -4.0393 -2.6291 2.2179
H -2.1103 -2.8668 2.1768
H -3.8621 -0.3875 3.2196
H -2.2318 -0.6378 4.1300
H -1.1463 0.5910 2.3227
H -1.3379 -1.0169 1.3204
H -3.5056 -0.2171 0.1500
H -3.8762 1.0004 1.5391
H -1.7504 2.5037 0.8269
H -3.3474 2.5854 -0.2398
H 0.3079 4.4686 -2.0962
H -2.1078 4.7046 -0.5341
H -2.7109 4.3200 -2.3422
H -1.6610 6.3697 -2.9989
H -0.5187 6.4546 -1.7036
H 1.6882 2.9576 -3.1131
H 4.0373 2.8166 -1.6996
H 3.1866 1.9449 -0.2614
H 1.6760 4.2251 0.1377
H 2.4014 4.9372 -1.4587
H 3.5260 4.6819 0.0318
H 0.4727 -0.6046 -2.5137
H -0.2253 0.1449 -4.6573
H -1.2262 1.4369 -4.0599
H -1.0447 -0.5861 -0.8229
H -1.2434 -2.0377 -3.7125
H -3.0586 -2.5309 -4.1320
H -2.2125 -1.0041 -5.0561
H -4.5907 1.0736 -2.8439
C 4.9993 2.7943 -5.1668
C 4.1186 3.4354 -6.2360
O 4.3150 4.8398 -6.0885
S 5.8407 5.1107 -5.5791
O 6.6504 5.4359 -6.7322
O 5.7873 5.9380 -4.3962
O 6.1876 3.5828 -5.1288
H 4.5243 2.8462 -4.1818
H 5.2396 1.7534 -5.3996
H 3.0634 3.1788 -6.1153
H 4.4491 3.1519 -7.2408
```

For the lowest unoccupied orbital energy, the calculation gives -0.1307 Eh. The HOMO-LUMO gap is 7.8 eV. The value obtained for the molar mass is 561.2 g/mol. As for the total charge: +1. The value obtained for the energy above the lowest of the compared OMol25 structures with the same formula, charge and spin is 1044.9 kJ/mol. The value obtained for the electronic energy is -2716.12883 Ha.



C5H8N2 in the gas phase. Source: the Open Molecules 2025 dataset; level of theory: ωB97M-V/def2-TZVPD.

Geometry as XYZ:
```
15
C5H8N2, DFT ωB97M-V/def2-TZVPD
C 1.7785 -0.1809 -0.6459
N 0.4919 0.3637 -0.2504
C 0.0900 1.6481 -0.3685
C -1.3069 1.8474 -0.3953
C -1.6813 0.5234 -0.3112
N -0.6462 -0.4176 -0.2059
C -0.7830 -1.2023 1.0399
H 1.7590 -0.5406 -1.6812
H 2.0868 -0.9960 0.0137
H 2.5110 0.6274 -0.5731
H 0.8875 2.3873 -0.4312
H -2.6705 0.0684 -0.2792
H -1.8459 -1.2783 1.2851
H -0.3035 -0.6451 1.8523
H -0.3674 -2.2048 0.9508
```

For the lowest unoccupied orbital energy, the calculation gives 0.0168 Eh. The HOMO-LUMO gap is 7.9 eV. The value obtained for the molar mass is 96.1 g/mol. The value obtained for the energy above the lowest of the compared OMol25 structures with the same formula, charge and spin is 387.1 kJ/mol. The value obtained for the electronic energy is -304.68805 Ha. As for the SMILES: CN1C=C=CN1C.



C3H6O2 as an isolated structure. Source: the Open Molecules 2025 dataset; level of theory: ωB97M-V/def2-TZVPD.

Geometry as XYZ:
```
11
C3H6O2, DFT ωB97M-V/def2-TZVPD
O 1.5062 -0.8133 0.6576
C 0.2113 -0.3018 0.5881
C -0.0662 1.1167 0.0790
O -1.2746 0.6755 -0.5473
C -0.7798 -0.6649 -0.5437
H 1.9709 -0.5954 -0.1591
H -0.2077 -0.4560 1.5909
H -0.2167 1.9198 0.7948
H 0.6570 1.4415 -0.6815
H -1.5330 -1.4062 -0.2893
H -0.2674 -0.9159 -1.4896
```

For the lowest unoccupied orbital energy, the calculation gives 0.0338 Eh. The HOMO-LUMO gap is 10.9 eV. The value obtained for the molar mass is 74.1 g/mol. The value obtained for the energy above the lowest of the compared OMol25 structures with the same formula, charge and spin is 195.0 kJ/mol. The value obtained for the electronic energy is -268.33097 Ha.